1.
Formula: C4H16N2O2
Source: the OMol25 dataset
Level of theory: ωB97M-V/def2-TZVPD

The geometry in XYZ format:
```
24
Properties=species:S:1:pos:R:3:lowdin_charge:R:1
C -1.14301 1.83772 -0.03262 -0.223
C -0.86415 0.44686 -0.50412 -0.235
C -2.11881 -0.44014 -0.27913 -0.277
N -1.95481 -1.29379 0.89854 -0.025
C 0.14660 2.75406 -0.02184 -0.286
N 0.45396 3.44889 -1.27711 -0.009
H -1.42480 1.89985 1.03482 0.117
H -1.88459 2.30986 -0.67846 0.104
H -0.02778 0.00810 0.10603 0.106
H -0.27907 0.39712 -1.42855 0.113
H -1.99919 -1.22869 -1.04971 0.113
H -2.93314 0.27711 -0.30062 0.098
H -1.68604 -0.86228 1.78536 0.041
H -2.88115 -1.65830 1.10722 0.064
H 0.06528 3.42808 0.83967 0.097
H 0.94493 2.09309 0.32078 0.091
H -0.24540 3.30838 -1.98964 0.055
H 0.60963 4.41246 -1.03022 0.054
H 4.33381 -4.18503 -1.10517 0.033
H 4.08074 -5.20408 -2.43819 0.020
O 4.45340 -4.44487 -2.01760 -0.053
H 0.65460 -1.31130 3.69842 0.043
H 0.41155 -1.64035 2.10339 0.030
O 0.15822 -1.14937 2.88803 -0.072
```

Calculated values
M, g/mol: 124.18
LUMO, eV: 0.71
Kohn-Sham gap, hartree: 0.3530
Energy above the lowest of the compared OMol25 structures with the same formula, charge and spin, kcal/mol: 41.2
Calculated total energy, Ha: -421.9258

2.
Formula: C5H7NO
Source: the OMol25 dataset
Level of theory: ωB97M-V/def2-TZVPD

The geometry in XYZ format:
```
14
Properties=species:S:1:pos:R:3:lowdin_charge:R:1
C 0.48333 -0.35112 1.64078 -0.045
N 0.69074 -0.96028 -0.51468 0.100
C 1.04594 0.20976 0.27494 -0.341
C 0.22540 1.35174 -0.30226 -0.030
C -0.73269 0.78532 -1.04935 -0.008
C -0.42273 -0.66126 -1.05574 -0.438
O -1.22213 -1.63936 -1.52686 0.088
H 0.42774 -1.44998 1.61845 0.079
H -0.54379 0.00424 1.75859 0.080
H 1.10473 -0.06668 2.48303 0.062
H 2.11993 0.42748 0.34409 0.136
H 0.38838 2.41853 -0.15474 0.109
H -1.55417 1.25737 -1.57870 0.104
H -2.04241 -1.26080 -1.85661 0.104
```

Calculated values
M, g/mol: 97.12
LUMO, eV: 0.75
Kohn-Sham gap, hartree: 0.3576
Energy above the lowest of the compared OMol25 structures with the same formula, charge and spin, kcal/mol: 33.7
Calculated total energy, Ha: -324.6708

3.
Formula: C15H13NO6PRhS
Source: the OMol25 dataset
Level of theory: ωB97M-V/def2-TZVPD

The geometry in XYZ format:
```
38
Properties=species:S:1:pos:R:3:lowdin_charge:R:1
Rh -0.92755 1.28822 2.06269 1.007
O 2.18753 1.15446 1.52428 -0.374
S 1.57006 1.73663 2.70279 0.323
O 2.45705 2.38763 3.60645 -0.264
O 0.47112 2.69421 2.17523 -0.447
O 0.64487 0.69612 3.37326 -0.442
O -3.68056 -1.71861 1.51571 0.068
C -2.66791 -1.05888 1.58111 -0.698
O -2.55945 0.08959 2.17864 -0.180
C -1.36816 -1.56573 0.96785 -0.189
P -0.15978 -0.23953 0.65967 1.070
C -0.62948 0.57841 -0.91133 -0.278
C -1.93922 1.12458 -0.92910 -0.226
C -2.32656 1.83415 -2.08404 -0.037
C -1.42997 2.12183 -3.09272 -0.045
C -0.12506 1.66057 -2.98439 -0.014
C 0.27382 0.86822 -1.90587 -0.041
C 1.28780 -1.26325 0.27707 -0.323
C 1.16359 -2.00487 -0.90010 -0.109
C 2.13682 -2.93062 -1.24192 -0.071
C 3.21638 -3.14179 -0.39838 -0.070
C 3.31744 -2.43267 0.78874 -0.051
C 2.36004 -1.49097 1.13321 -0.061
H -1.52454 -2.21452 0.10720 0.106
H -0.89094 -2.18087 1.73950 0.121
H -2.71231 0.44178 -0.55986 0.153
H -3.34227 2.21077 -2.14317 0.125
H -1.72834 2.71377 -3.94654 0.114
H 0.60056 1.92446 -3.74274 0.119
H 1.29398 0.51428 -1.84202 0.121
H 0.31327 -1.87086 -1.55791 0.108
H 2.04162 -3.49101 -2.16233 0.108
H 3.97371 -3.86782 -0.66333 0.108
H 4.15118 -2.60510 1.45579 0.113
H 2.44713 -0.92975 2.04671 0.096
N -2.67893 3.20534 0.64684 0.173
C -2.01518 2.20158 0.66423 -0.203
H -3.20176 3.56026 -0.14121 0.090
```

Calculated values
M, g/mol: 469.22
LUMO, eV: -2.67
Kohn-Sham gap, hartree: 0.2534
Energy above the lowest of the compared OMol25 structures with the same formula, charge and spin, kcal/mol: 66.2
Calculated total energy, Ha: -1935.6142

4.
Formula: C4H4N2OS
Source: the OMol25 dataset
Level of theory: ωB97M-V/def2-TZVPD

The geometry in XYZ format:
```
12
Properties=species:S:1:pos:R:3:lowdin_charge:R:1
C 0.11882 1.01362 -0.74047 -0.170
C -0.61312 1.07872 0.61791 -0.188
C 1.41652 0.54141 -0.55126 -0.499
C 0.10060 0.41831 1.54429 -0.426
N -0.97088 -2.22342 -0.86147 -0.282
N -1.22265 -1.66456 0.09883 0.248
O -0.48623 -2.96807 -1.57478 0.112
S 1.60184 -0.21079 0.90779 0.963
H -0.36441 1.74572 -1.44324 0.100
H -1.66336 1.31929 0.80826 0.104
H 2.27256 0.48533 -1.22620 0.066
H -0.18968 0.46444 2.42034 -0.026
```

Calculated values
M, g/mol: 128.16
LUMO, eV: 0.70
Kohn-Sham gap, hartree: 0.3560
Energy above the lowest of the compared OMol25 structures with the same formula, charge and spin, kcal/mol: 96.0
Calculated total energy, Ha: -737.6165

5.
Formula: C4H10N2O2
Source: the OMol25 dataset
Level of theory: ωB97M-V/def2-TZVPD

The geometry in XYZ format:
```
18
Properties=species:S:1:pos:R:3:lowdin_charge:R:1
C 1.38122 1.76392 0.38250 -0.046
C 1.33983 -0.10155 -2.07885 -0.044
C -2.20072 -1.01735 1.18211 -0.151
C -0.72727 -0.43292 -1.03015 -0.284
N 1.80703 1.18691 1.52084 -0.026
N -0.12188 -0.83765 0.03948 0.040
O -0.14576 -0.12209 -2.16879 -0.114
O -0.82571 -1.13066 1.19508 -0.169
H 0.39792 2.38563 0.68467 0.043
H 1.55712 0.49138 -1.08173 0.029
H 1.59666 0.20554 -3.05987 0.076
H 1.57951 -1.09415 -1.76427 0.063
H -2.49563 -1.45721 2.07091 0.067
H -2.84651 -1.57410 0.48348 0.093
H -2.48396 0.00575 1.00656 0.081
H -1.86362 -0.14422 -1.18376 0.171
H 1.41961 1.31235 2.40921 0.061
H 2.63214 0.56040 1.39258 0.111
```

Calculated values
M, g/mol: 118.14
LUMO, eV: 0.95
Kohn-Sham gap, hartree: 0.3370
Energy above the lowest of the compared OMol25 structures with the same formula, charge and spin, kcal/mol: 181.3
Calculated total energy, Ha: -418.1721

6.
Formula: C21H30BN3O2ReSe5
Source: the OMol25 dataset
Level of theory: ωB97M-V/def2-TZVPD

The geometry in XYZ format:
```
63
Properties=species:S:1:pos:R:3:lowdin_charge:R:1
Re 1.00541 -1.53380 -0.93989 0.821
C -1.15178 -1.41132 -1.75452 -0.318
C -0.64428 -2.74891 -1.84623 -0.351
C 0.48531 -2.72946 -2.73436 -0.374
C 0.67660 -1.37450 -3.16467 -0.317
C -0.35003 -0.57447 -2.56477 -0.291
C -0.58281 0.87934 -2.83183 -0.010
C 1.68260 -0.89088 -4.16137 -0.022
C 1.20522 -3.93028 -3.26458 -0.060
C -1.25625 -3.96415 -1.21886 -0.029
C -2.37778 -0.99870 -1.00160 -0.024
H -1.13344 1.35286 -2.01993 0.064
H -1.16948 1.00269 -3.74602 0.098
H 0.35390 1.42049 -2.97618 0.075
H 2.58362 -1.50352 -4.14410 0.080
H 1.97966 0.13831 -3.95628 0.069
H 1.27346 -0.92441 -5.17483 0.092
H 0.68401 -4.33353 -4.13636 0.092
H 1.26917 -4.71420 -2.51141 0.056
H 2.22205 -3.67778 -3.56396 0.074
H -0.50894 -4.74233 -1.07109 0.075
H -2.05572 -4.37004 -1.84510 0.090
H -1.67879 -3.72985 -0.24179 0.075
H -2.30636 0.02482 -0.63665 0.068
H -2.54466 -1.64058 -0.13659 0.072
H -3.25754 -1.07589 -1.64615 0.097
Se 0.16170 -1.17851 1.38847 0.583
Se 2.13929 -1.12588 2.71105 0.148
Se 2.83116 -3.24738 2.15134 -0.016
Se 2.59692 -3.16174 -0.23899 0.138
Se 0.06522 3.36777 0.10112 1.293
N 1.44683 3.72763 -0.93418 -0.220
C 2.15445 2.63288 -1.13638 -0.370
C 3.37006 2.55219 -1.85620 -0.033
C 3.99142 1.33061 -1.87407 -0.072
C 3.39953 0.18652 -1.33476 -0.157
N 2.16451 0.17931 -0.76986 -0.093
C 1.63079 1.41757 -0.51827 -0.305
N 0.57597 1.62875 0.24201 -0.113
H 3.79253 3.43912 -2.30341 0.110
H 4.96320 1.21747 -2.33620 0.111
H 3.87362 -0.78071 -1.41068 0.065
C -2.88425 2.78126 2.59649 -0.017
C -2.04907 1.51040 2.67501 -0.459
C -2.96433 0.34226 3.02878 -0.013
O -1.52682 1.27639 1.35576 -0.034
B -0.15106 0.91822 1.46638 -1.261
O 0.34600 1.41809 2.69942 -0.028
C -0.75610 1.62939 3.59530 -0.460
C -0.68260 0.57253 4.69273 -0.020
C -0.55647 3.00417 4.21905 -0.013
H -3.68150 2.62993 1.86808 0.094
H -2.29196 3.63829 2.27869 0.068
H -3.33893 3.01432 3.56020 0.095
H -3.78019 0.31179 2.30523 0.093
H -3.39258 0.45772 4.02497 0.093
H -2.43508 -0.60792 2.98065 0.070
H -0.71468 -0.43674 4.28473 0.068
H -1.49407 0.68874 5.41267 0.094
H 0.26507 0.68566 5.21954 0.094
H -0.49250 3.78271 3.46020 0.076
H 0.38314 2.99880 4.77163 0.095
H -1.36239 3.24847 4.91261 0.093
```

Calculated values
M, g/mol: 948.31
LUMO (spin up / spin down), eV: -1.91 / -2.00
Kohn-Sham gap (spin up / spin down), hartree: 0.1476 / 0.1508
Spin multiplicity: 2
Energy above the lowest of the compared OMol25 structures with the same formula, charge and spin, kcal/mol: 3.7
Calculated total energy, Ha: -13243.4034

The lowest calculated total energy belongs to which entry? C21H30BN3O2ReSe5